Record 1
101
Properties=species:S:1:pos:R:3 method="wB97M-V/def2-TZVPD" e_above_lowest_ev=0.080 fmax_ev_per_a=0.45 gap_ev=8.6 charge=0 e_lumo_ev=0.46 e_tot_ha=-10352.31554
Ca -0.86892 0.33102 -0.01720
C -7.02948 1.36870 5.24248
C -5.66862 1.08190 4.66869
C -4.66749 0.52745 5.45924
C -3.41531 0.24009 4.93393
C -3.15732 0.51127 3.60144
C -4.14090 1.07001 2.79482
C -5.38614 1.35170 3.33038
S -1.58049 0.10759 2.88876
O -1.21221 1.32905 2.13060
O -0.70493 -0.25126 3.97795
N -1.80727 -0.97575 1.80428
C -1.29086 -2.32330 1.90835
C -0.47871 -2.69373 0.65515
O 0.24183 -3.69677 0.68130
O -0.60310 -1.92966 -0.36951
H -6.95661 1.72801 6.26891
H -7.64328 0.46540 5.25399
H -7.55569 2.11953 4.65390
H -4.86604 0.32384 6.50510
H -2.63092 -0.18139 5.54817
H -3.92497 1.28815 1.75517
H -6.14996 1.79747 2.70346
H -2.10992 -3.05186 1.97892
H -0.65659 -2.47597 2.78413
C -0.14847 0.53974 -4.79327
As -1.34362 1.07225 -3.32636
C -2.98760 0.36432 -4.13078
C -1.46812 2.95054 -3.95124
C -2.25983 4.00248 -3.15318
C -3.60513 3.41391 -2.70902
C -1.48142 4.52274 -1.93604
As -1.34395 3.34803 -0.36304
C -2.85164 4.00443 0.69373
C 0.08088 4.32009 0.54516
C -2.58677 5.18720 -4.08955
As -1.29674 6.48381 -4.86418
C 0.41738 5.53337 -5.00934
C -0.83705 7.55750 -3.28221
H -0.51290 0.92851 -5.74526
H -0.10095 -0.54791 -4.85269
H 0.85264 0.92783 -4.60219
H -3.14168 0.77511 -5.12986
H -3.84039 0.59557 -3.49716
H -2.89514 -0.72033 -4.20217
H -1.89016 2.87913 -4.95935
H -0.43202 3.26928 -4.06614
H -3.47008 2.54460 -2.05861
H -4.19027 3.09715 -3.57554
H -4.18966 4.15941 -2.16450
H -1.93131 5.45495 -1.58286
H -0.45373 4.75392 -2.22383
H -2.86917 5.09503 0.71034
H -2.73292 3.62048 1.70653
H -3.79045 3.63271 0.28510
H -0.12474 5.39120 0.56323
H 1.02414 4.12756 0.03581
H 0.15252 3.94178 1.56425
H -3.29412 5.85071 -3.57787
H -3.12752 4.79770 -4.95705
H 0.34663 4.73075 -5.74163
H 0.76946 5.13442 -4.05932
H 1.14468 6.26024 -5.37235
H -1.75075 7.94074 -2.82752
H -0.24341 8.40850 -3.61550
H -0.27162 6.99974 -2.53874
Cl 1.63441 0.97654 -0.94108
C -4.74858 -2.33257 1.02327
N -3.94564 -2.12803 -0.17631
C -3.52235 -3.26536 -0.98465
C -3.60755 -0.91589 -0.52492
N -3.32034 0.16667 -0.83749
H -4.42135 -3.25406 1.50416
H -5.81060 -2.41426 0.78223
H -4.58183 -1.50727 1.71289
H -4.36360 -3.69239 -1.53463
H -3.09399 -4.02634 -0.33062
H -2.74817 -2.94399 -1.67658
C 4.33696 -1.57924 -2.21347
N 3.03742 -1.61823 -1.46480
C 1.96309 -2.23181 -2.36416
N 2.37532 -3.52245 -2.83636
C 3.65366 -3.42528 -3.52285
N 4.71937 -2.87293 -2.68764
C 5.05652 -3.77461 -1.58016
P 3.64007 -4.14619 -0.41946
C 3.15741 -2.37242 -0.17779
C 2.39349 -4.51442 -1.74836
H 5.09805 -1.17476 -1.54497
H 4.18855 -0.89723 -3.05160
H 2.73848 -0.63606 -1.23817
H 1.83474 -1.52962 -3.19383
H 1.05454 -2.30832 -1.76630
H 3.53103 -2.77576 -4.39343
H 3.95604 -4.41587 -3.86314
H 5.88554 -3.34138 -1.01277
H 5.42260 -4.71318 -2.00081
H 3.90158 -1.85156 0.42937
H 2.19302 -2.34536 0.33446
H 1.42052 -4.54735 -1.26305
H 2.60635 -5.49730 -2.17581



Record 2
109
Properties=species:S:1:pos:R:3 method="wB97M-V/def2-TZVPD" fmax_ev_per_a=0.88 gap_ev=7.2 charge=+1 e_lumo_ev=-4.78 e_tot_ha=-3518.08526
C -7.45152 -1.57144 0.39968
C -6.08139 -1.26583 1.00982
I -5.76838 0.84469 1.01466
C -5.00261 -2.05094 0.25582
C -3.53493 -1.86968 0.71092
B -3.32576 -1.22009 2.19346
O -2.46185 -0.18993 2.40912
O -3.99086 -1.71609 3.27318
C -2.60887 -1.25804 -0.38519
S -3.07659 0.12954 -1.41771
N -2.20609 -2.48986 -1.21847
C -1.80570 -2.54819 -2.64160
C -0.44111 -1.98642 -3.04930
O 0.27912 -2.70245 -3.68631
O -0.14870 -0.70359 -2.80529
C -2.28876 -3.55439 -0.51570
C -2.82932 -3.24622 0.84163
O -1.77762 -3.16431 1.75805
F -3.67032 -4.26232 1.21648
H -7.39952 -1.46933 -0.68690
H -7.75375 -2.59177 0.63451
H -8.20102 -0.85979 0.73539
H -6.09542 -1.59355 2.04493
H -5.10665 -1.86362 -0.81483
H -5.28872 -3.09454 0.40120
H -2.32802 0.34554 1.62071
H -4.26571 -2.63544 3.20396
H -1.66671 -0.91600 0.04971
H -4.15598 -0.39894 -2.00052
H -2.60992 -2.10310 -3.22745
H -1.78131 -3.60373 -2.90366
H -0.29267 -0.44388 -1.88728
H -2.00003 -4.55103 -0.84936
H -1.03381 -3.73620 1.52228
C 0.92238 -0.37541 3.67726
C 0.82455 -0.48515 2.17278
O 1.54271 0.55819 1.50425
C 2.86194 0.34642 1.38521
O 3.44138 -0.64268 1.74648
O 3.39401 1.39965 0.78582
C 4.81797 1.33622 0.61281
H 0.60556 0.61507 4.00337
H 0.28457 -1.12046 4.15330
H 1.94766 -0.53214 4.00861
H -0.21073 -0.36647 1.86455
H 1.17911 -1.45764 1.82314
H 5.10477 0.41658 0.10866
H 5.31782 1.40562 1.57606
H 5.08976 2.19086 0.00242
C 9.20463 6.83501 2.82558
C 9.24853 5.33686 2.62437
O 8.10872 4.86866 1.87995
C 8.19430 5.01489 0.56147
O 9.12329 5.46822 -0.05040
O 7.06137 4.55621 0.02077
C 7.00136 4.68529 -1.40324
H 8.26250 7.12899 3.28895
H 10.02460 7.14978 3.47031
H 9.29445 7.35762 1.87426
H 9.19062 4.81512 3.57729
H 10.16332 5.02758 2.12134
H 7.87574 4.23892 -1.87055
H 6.92631 5.73333 -1.68655
H 6.10450 4.15732 -1.71474
C 1.02607 -0.10408 -6.05311
C 2.04089 0.39932 -5.04863
O 3.15342 1.02764 -5.69870
C 2.94490 2.28977 -6.07747
O 1.93664 2.92214 -5.89794
O 4.04543 2.72898 -6.67673
C 3.96302 4.07259 -7.16614
H 1.50572 -0.76123 -6.77849
H 0.23596 -0.65896 -5.55027
H 0.57482 0.72666 -6.59449
H 2.47145 -0.42635 -4.48512
H 1.59328 1.09557 -4.34067
H 3.65177 4.75245 -6.37693
H 3.26519 4.12880 -7.99922
H 4.96233 4.32719 -7.50376
C -5.82892 6.37772 3.44329
C -4.39428 6.28682 3.91326
O -4.18970 5.14938 4.77030
C -4.01896 3.98801 4.15476
O -3.99732 3.80637 2.96129
O -3.86610 3.04063 5.07863
C -3.69219 1.73312 4.52775
H -6.50858 6.37659 4.29550
H -5.97971 7.29652 2.87745
H -6.08301 5.53291 2.80392
H -4.13239 7.14603 4.52642
H -3.69962 6.24165 3.07594
H -2.87712 1.72859 3.81574
H -4.61220 1.39897 4.04892
H -3.45550 1.07391 5.35782
C 0.48554 -7.69757 -2.52542
C -0.80619 -8.43797 -2.26034
O -0.98123 -8.71091 -0.85586
C -1.45829 -7.72799 -0.11994
O -1.77866 -6.62239 -0.50894
O -1.52493 -8.13690 1.14660
C -2.07085 -7.14673 2.01069
H 1.32956 -8.24182 -2.10279
H 0.64141 -7.59145 -3.59820
H 0.46637 -6.70324 -2.07946
H -0.79340 -9.41745 -2.73124
H -1.67115 -7.89294 -2.63504
H -3.05236 -6.83682 1.65880
H -1.40083 -6.28679 2.04181
H -2.15748 -7.56821 3.00657



Record 3
97
Properties=species:S:1:pos:R:3 method="wB97M-V/def2-TZVPD" e_above_lowest_ev=0.723 fmax_ev_per_a=1.19 gap_ev="9.0 / 9.9" charge=+3 e_lumo_ev="-7.23 / -7.17" e_tot_ha=-3535.08391 spin_multiplicity=5
Cr -1.71858 0.03143 0.32106
C -5.20557 -0.73994 1.03961
C -3.76702 -1.17116 1.05767
C -3.29666 -2.13742 0.15015
C -2.15069 -2.88431 0.42099
C -1.38936 -2.60084 1.54510
C -1.75647 -1.54377 2.37598
C -2.94369 -0.84236 2.15092
H -5.62486 -0.70674 0.03424
H -5.35858 0.21386 1.54178
H -5.77867 -1.48679 1.59361
H -3.95697 -2.44768 -0.65101
H -1.87932 -3.71259 -0.21986
H -0.51976 -3.20153 1.77455
H -1.19584 -1.33924 3.28009
H -3.31074 -0.15415 2.90282
C 2.61516 0.41315 -2.57961
C 3.14162 -0.59743 -1.57731
C 4.65430 -0.64858 -1.55537
O 2.68765 -0.19973 -0.23990
P 1.57177 -1.00577 0.52120
O 0.22192 -0.95399 -0.11654
C 1.68369 -0.24100 2.15893
P 0.75266 1.31314 2.21866
O -0.40531 1.31493 1.26480
O 1.80976 2.40963 1.86449
C 1.43169 3.69383 1.25661
C 1.82069 3.63337 -0.20803
C 2.11685 4.81230 2.01281
O 0.17293 1.48958 3.65503
C 0.83521 1.52407 4.98118
C 2.21354 2.15109 4.95228
C 0.84845 0.12498 5.56724
O 1.96618 -2.51447 0.63132
C 3.24306 -3.01147 1.18113
C 3.79920 -4.01259 0.19131
C 2.97005 -3.63184 2.53600
H 2.87892 0.09828 -3.58951
H 3.06540 1.38887 -2.39568
H 1.53040 0.50548 -2.49119
H 2.72649 -1.58818 -1.78985
H 5.05165 0.32213 -1.25797
H 5.02760 -0.88905 -2.55037
H 5.01947 -1.40039 -0.85694
H 2.73172 -0.04710 2.39213
H 1.26450 -0.92188 2.90008
H 0.34926 3.80812 1.35377
H 2.90497 3.56990 -0.30292
H 1.48158 4.53533 -0.71839
H 1.37461 2.75504 -0.68100
H 3.18733 4.62673 2.09719
H 1.69465 4.92710 3.01018
H 1.96528 5.75005 1.47896
H 0.15988 2.15299 5.55788
H 2.90966 1.56830 4.34605
H 2.59713 2.19024 5.97057
H 2.17820 3.16695 4.56655
H 1.62485 -0.49042 5.10768
H -0.12294 -0.35787 5.45522
H 1.06367 0.19411 6.63255
H 3.92275 -2.15958 1.27986
H 3.12319 -4.86274 0.09912
H 4.76610 -4.37256 0.54055
H 3.93479 -3.56575 -0.79377
H 2.28218 -4.47141 2.43146
H 2.54380 -2.90997 3.23486
H 3.90208 -4.00229 2.96060
C -3.10550 -1.18576 -4.86265
C -3.24131 -1.06338 -3.32381
N -1.96698 -0.65578 -2.72191
C -1.53507 0.60608 -3.33004
C -1.25332 0.42453 -4.84311
N -1.66590 -0.96501 -5.20952
C -0.80080 -1.95253 -4.49084
C -0.96343 -1.69692 -2.97074
H -3.70018 -0.44132 -5.38883
H -3.39817 -2.17057 -5.22142
H -3.53647 -2.02028 -2.89664
H -4.00405 -0.32873 -3.06708
H -0.64022 0.95251 -2.81424
H -2.32074 1.34569 -3.17655
H -0.19706 0.53837 -5.08094
H -1.81910 1.12763 -5.45116
H -1.55055 -1.09279 -6.21525
H 0.22609 -1.80907 -4.82167
H -1.11447 -2.95439 -4.77849
H -0.02438 -1.38723 -2.51579
H -1.27990 -2.60912 -2.46713
N -2.93125 3.80840 -0.90492
C -4.20043 3.29490 -0.85072
C -4.05157 1.98390 -0.52495
N -2.70816 1.69660 -0.38061
C -2.06260 2.83134 -0.61449
H -2.69939 4.77102 -1.09638
H -5.08122 3.88579 -1.03190
H -4.81774 1.24512 -0.39146
H -0.99364 2.96060 -0.57844



Question: Which of these has the lowest charge?
Answer: C29H55As3CaClN6O4PS